DFT (ωB97M-V/def2-TZVPD) results for an isolated ion of composition C2H7N2 and charge +1 at a distorted geometry.

Structure (XYZ):
```
11
Properties=species:S:1:pos:R:3
C -1.58 0.93 0.05
N 1.56 -0.91 0.06
C 0.69 0.04 -0.29
N -0.53 -0.04 0.17
H -2.24 0.74 0.90
H -2.27 0.74 -0.79
H -1.24 1.96 0.04
H 1.25 -1.84 0.29
H 2.53 -0.80 -0.28
H 0.99 0.80 -1.00
H -0.74 -0.89 0.68
```

ΔE to the lowest compared entry with this formula, charge and spin: 0.341 eV
F_max: 1.93 eV Å⁻¹
Kohn-Sham gap: 11.360 eV
LUMO: -4.18 eV
SMILES string: C/[NH+]=C/N
Highest occupied orbital energy: -15.537 eV
Total energy: -5161.1245 eV
Total charge: +1